Entry 1:
ORCA calculation (ωB97M-V/def2-TZVPD) on one molecule with the formula C19H22N2O3S.

Element x y z (Å)
1 C 4.11 2.74 -4.08
2 H 4.51 3.35 -3.28
3 H 3.21 3.22 -4.46
4 C 3.78 1.35 -3.56
5 C 2.78 1.42 -2.42
6 O 2.39 2.48 -1.98
7 N 2.38 0.22 -1.90
8 C 1.61 0.08 -0.74
9 C 0.91 1.04 -0.04
10 C 0.22 0.64 1.10
11 C 0.23 -0.68 1.50
12 C 0.95 -1.65 0.81
13 C 1.64 -1.26 -0.31
14 C 2.52 -2.06 -1.23
15 H 2.07 -3.00 -1.53
16 H 3.47 -2.28 -0.74
17 C 2.70 -1.11 -2.43
18 C 1.73 -1.47 -3.55
19 H 1.75 -0.73 -4.35
20 H 1.98 -2.44 -3.96
21 H 0.71 -1.50 -3.15
22 H 3.73 -1.13 -2.80
23 H 0.95 -2.67 1.17
24 S -0.70 -1.19 2.93
25 O 0.02 -2.18 3.67
26 O -1.17 -0.03 3.63
27 N -1.96 -2.03 2.18
28 H -2.41 -2.61 2.87
29 C -2.89 -1.21 1.42
30 C -3.64 -0.20 2.25
31 C -4.43 -0.63 3.31
32 C -5.10 0.29 4.10
33 C -5.00 1.64 3.82
34 C -4.24 2.07 2.75
35 C -3.56 1.15 1.97
36 H -2.95 1.49 1.14
37 H -4.15 3.13 2.53
38 H -5.52 2.36 4.44
39 H -5.70 -0.05 4.93
40 H -4.51 -1.68 3.53
41 H -2.29 -0.70 0.66
42 H -3.58 -1.89 0.92
43 H -0.34 1.34 1.69
44 H 0.91 2.07 -0.36
45 H 3.38 0.74 -4.37
46 H 4.69 0.86 -3.20
47 H 4.85 2.68 -4.88

Calculated values
Kohn-Sham gap = 0.340 Ha
Charge = 0
Energy above the lowest of the compared OMol25 structures with the same formula, charge and spin = 1.330 eV
SMILES = CCC(=O)N1c2ccc(S(=O)(=O)NCc3ccccc3)cc2C[C@H]1C


Entry 2:
ORCA calculation (ωB97M-V/def2-TZVPD) on an isolated ion of composition C6H11N2O6 and charge +1 in a non-equilibrium geometry.

Element x y z (Å)
1 C 0.15 1.94 0.26
2 C 1.54 -0.33 -2.09
3 C -0.76 -0.78 -1.12
4 C -1.02 -1.52 0.22
5 C 0.02 -0.04 1.83
6 C 0.91 0.89 -0.16
7 N 0.55 -0.03 -1.18
8 N -1.10 -0.56 1.37
9 O -1.10 2.22 0.25
10 O 2.58 0.23 -2.16
11 O -1.87 0.04 -1.26
12 O -0.04 -2.45 0.52
13 O -0.09 0.89 2.69
14 O 2.23 0.89 0.24
15 H 0.61 2.48 1.06
16 H 1.16 -1.05 -2.89
17 H -0.63 -1.42 -2.10
18 H -1.96 -1.91 0.20
19 H 0.81 -0.78 1.81
20 H -1.54 2.33 -0.69
21 H -1.84 0.12 1.23
22 H -1.97 0.10 -2.18
23 H -0.07 -3.11 1.26
24 H 0.59 1.08 3.37
25 H 2.85 0.77 -0.50

Calculated values
Kohn-Sham gap (alpha / beta) = 0.320 / 0.320 Ha
Charge = +1
Energy above the lowest of the compared OMol25 structures with the same formula, charge and spin = 0.662 eV
SMILES = O=CN(/C(O)=C\O)[C@H](O)[C@@H](O)/[NH+]=C/O


Which value of charge does entry 2 give? +1


What is the energy above the lowest of the compared OMol25 structures with the same formula, charge and spin in the first record? 1.330 eV